Record 1
This record from the OMol25 dataset describes a structure of composition C8H10NP in a non-equilibrium geometry. The level of theory is wB97M-V/def2-TZVPD.

Last column: natural (NBO) charge in e.
Element x y z (Å)
P -1.9067 1.4001 0.7091  0.629
N 1.8093 -0.1572 -1.9585  -0.582
C -1.1394 1.6675 2.4510  -0.967
C 1.8870 -0.8626 0.1532  -0.333
C 2.6049 -0.6753 -1.0012  0.034
C -0.6955 -0.1084 -2.1016  -0.382
C -0.5711 -0.9641 0.7185  -0.277
C 0.4684 -0.6790 -0.0905  -0.051
C -1.8291 -0.2867 0.4138  -0.576
C 0.4791 -0.1532 -1.4409  0.089
H -1.7055 1.1903 3.2496  0.231
H 2.0651 -0.0417 -2.9118  0.413
H -0.0524 1.5016 2.7503  0.236
H -0.6766 -1.5388 1.5551  0.223
H 2.3763 -1.3141 1.0767  0.223
H -1.9633 -0.1013 -1.5996  0.232
H -0.8809 0.1360 -3.1354  0.195
H -2.6439 -0.7442 -0.1854  0.214
H 3.5859 -1.0893 -1.3212  0.221
H -1.2118 2.8203 2.6686  0.229

Atomic forces in eV per Å
P -0.86 -0.92 1.53
N -1.95 0.56 0.09
C 1.75 2.28 0.44
C 2.50 -2.25 1.18
C 0.34 -1.27 1.17
C -3.78 1.14 -0.09
C -1.08 1.72 -2.12
C 2.23 0.11 1.82
C -0.77 1.59 0.00
C -2.55 -0.44 -1.82
H -0.37 -0.19 -0.34
H -0.16 0.04 -0.41
H -1.12 -0.25 -1.03
H 1.09 -1.62 2.26
H -0.96 0.70 -1.37
H 5.07 -0.27 -1.58
H 0.82 -0.04 -0.41
H 0.57 0.18 0.49
H -0.55 0.94 0.81
H -0.22 -2.00 -0.61

orbital gap (spin up / spin down) = 6.97 / 6.97 eV
LUMO energy (spin up / spin down) = -0.1 / -0.1 eV


Record 2
This record from the OMol25 dataset describes a structure of composition C36H33F4LaN7O7S3Si in a non-equilibrium geometry. The level of theory is wB97M-V/def2-TZVPD.

Last column: Mulliken charge in e.
Element x y z (Å)
La 0.0234 -0.1003 0.1288  1.011
S 3.2836 0.3130 3.9082  -0.115
S 3.8429 -0.4954 -1.4428  -0.300
S 2.2504 -2.2710 2.9489  -0.053
Si -3.5256 -0.5272 -0.8248  0.210
F -1.4727 1.1057 -7.2415  -0.263
F -0.5488 2.2504 1.0286  0.433
F -1.9382 3.1222 -6.5904  -0.296
F 0.1119 2.5640 -7.0296  -0.255
O 1.9956 3.4648 -2.1554  -0.746
O 1.4799 1.5082 -0.5868  0.118
O -1.1100 -1.6437 4.2479  -0.814
O 1.7259 -3.9753 -1.5341  -0.805
O 0.8740 -1.8843 -1.4340  -0.055
O -0.8820 -6.2934 2.1386  -0.574
O -0.6603 -0.3216 2.4716  -0.500
N -0.4910 0.8190 -2.4661  0.988
N 2.2061 -0.0478 1.4749  0.778
N 2.7804 1.2209 1.3109  -0.565
N 3.9961 -2.9054 -2.4940  0.016
N -0.2025 -2.4388 0.9448  1.842
N -2.4415 0.5502 -0.0619  0.428
N 3.7715 -1.1610 -4.0432  -0.499
C 4.8737 4.7388 0.5405  -0.817
C -0.9878 -3.9382 2.5972  -0.471
C 2.9214 3.8375 -1.2475  0.325
C -2.1679 3.7216 1.8403  -1.022
C 3.6642 4.9850 -1.5294  -0.662
C 0.0002 -4.7763 0.5699  -0.683
C -2.5488 -1.9662 -1.5318  -0.662
C -0.8390 1.6982 -5.0598  0.533
C 3.8773 -1.5436 -2.7177  0.071
C -1.8829 2.5707 1.1565  -0.231
C 1.0091 -3.0935 -1.0514  -0.257
C 3.1642 3.1266 -0.0571  0.002
C 0.0468 0.6699 -4.7882  -1.097
C 4.1962 -3.8085 -3.4633  0.020
C -4.4422 0.2322 -2.2793  -1.124
C 2.4685 -2.1494 4.7408  -0.559
C 4.1365 3.6041 0.8259  -0.372
C -0.7419 -2.6654 2.1456  -0.840
C 4.6342 5.4253 -0.6499  -0.352
C 2.4934 -0.5746 2.6013  -0.320
C 2.3946 -0.6852 5.1352  -0.604
C -1.0375 2.1303 -6.4799  0.645
C -1.3232 1.8227 -2.7424  -0.887
C -0.6458 -5.0083 1.7781  0.927
C -3.4948 4.1185 1.9818  -0.558
C 3.9833 -2.0476 -4.9836  0.060
C -4.1600 2.1527 0.7384  -0.364
C -2.8295 1.6955 0.5795  0.591
C -1.5285 2.2994 -4.0257  -1.057
C 4.2866 -3.4072 -4.7550  -0.752
C 0.2023 -3.4682 0.1958  -0.004
C -4.4810 3.3210 1.4166  -0.992
C -4.8048 -1.3382 0.2795  -1.269
C 0.1962 0.2626 -3.4764  -0.390
C 2.4209 1.8685 0.2370  0.288
C -0.8818 -1.4309 3.0571  0.081
H -1.5677 -1.6838 -1.9319  -0.046
H 3.4599 5.5120 -2.4547  0.420
H -5.5230 3.6101 1.5072  0.392
H -3.7622 0.3684 -3.1297  0.223
H 4.4921 -4.0999 -5.5582  0.370
H 3.7381 -3.2109 -1.5689  0.286
H -4.3302 -1.6719 1.2125  0.270
H -5.2657 -0.4167 -2.6065  0.424
H 5.6300 5.0870 1.2349  0.403
H -4.8643 1.2158 -2.0335  0.319
H 3.8786 -1.6882 -6.0081  0.386
H -1.3479 4.2957 2.2584  0.426
H 0.6130 0.1905 -5.5782  0.488
H 1.6566 -2.7121 5.2031  0.307
H 4.2624 -4.8427 -3.1544  0.397
H -5.6274 -0.6658 0.5525  0.331
H -1.8582 2.2495 -1.9027  0.539
H 4.2971 3.0471 1.7411  0.504
H -2.3892 -2.7441 -0.7724  0.044
H -4.9593 1.5526 0.3120  0.203
H 5.2145 6.3101 -0.8926  0.362
H -3.7428 5.0329 2.5056  0.381
H 1.6052 2.6289 -1.8229  0.286
H 3.4256 -2.5983 5.0000  0.413
H 1.3557 -0.3584 5.1458  0.246
H 0.3531 -5.5796 -0.0611  0.535
H -3.1148 -2.4220 -2.3538  0.597
H -1.4105 -4.0701 3.5876  0.436
H -1.3019 -6.3009 3.0040  0.314
H 2.8498 -0.5075 6.1094  0.401
H -5.2336 -2.2163 -0.2191  0.346
H 0.8820 -0.5346 -3.2141  0.285
H -2.2204 3.1100 -4.2080  0.529

Atomic forces in eV per Å
La -1.56 -0.32 -0.90
S -0.10 0.05 0.04
S 0.20 -0.19 -0.25
S -0.14 0.01 -0.20
Si 0.02 -0.10 -0.19
F 0.00 0.09 -0.06
F -0.15 0.04 0.04
F 0.08 -0.06 -0.10
F -0.09 0.00 -0.06
O 0.17 0.21 -0.05
O 1.36 0.86 0.01
O -0.01 0.06 -0.20
O -0.21 0.07 0.03
O -0.05 -0.63 0.22
O 0.04 -0.07 -0.03
O -0.17 -0.44 0.36
N 0.10 -0.12 -0.43
N 0.56 0.21 0.12
N 0.28 0.04 0.07
N 0.03 0.16 -0.28
N -0.03 -0.91 0.32
N -0.08 0.29 0.21
N 0.13 -0.22 -0.08
C -0.03 0.01 0.01
C -0.22 -0.28 0.12
C -0.05 -0.08 0.03
C -0.05 0.15 0.06
C 0.06 0.10 0.01
C -0.02 -0.15 -0.02
C 0.23 -0.16 0.09
C 0.00 -0.02 0.07
C 0.02 0.17 -0.31
C -0.27 0.01 0.06
C -0.23 0.12 -0.02
C -0.12 0.01 -0.08
C 0.07 -0.05 -0.10
C 0.00 -0.08 0.25
C -0.16 0.25 -0.20
C 0.00 -0.07 0.04
C -0.01 -0.02 -0.06
C 0.19 0.32 -0.14
C 0.01 -0.02 0.03
C 0.34 0.38 -0.07
C 0.07 -0.01 0.01
C 0.00 0.04 0.01
C 0.10 -0.11 0.14
C 0.01 0.05 0.01
C -0.01 -0.02 -0.07
C -0.07 0.37 0.29
C -0.03 -0.03 -0.02
C 0.00 -0.05 0.03
C -0.05 0.09 -0.07
C 0.04 -0.02 -0.24
C 0.09 0.22 0.07
C 0.05 -0.01 -0.01
C -0.18 0.05 0.38
C -0.05 0.13 0.18
C 0.01 0.00 0.17
C 0.04 0.07 0.05
H -0.13 -0.09 -0.04
H 0.01 -0.06 0.04
H 0.04 -0.03 -0.02
H -0.10 -0.02 0.09
H -0.08 0.05 0.06
H 0.02 -0.12 0.13
H -0.09 0.02 -0.14
H 0.12 0.09 0.03
H -0.05 -0.02 -0.05
H 0.05 -0.16 -0.07
H 0.04 -0.01 0.11
H -0.06 -0.04 -0.05
H -0.02 0.03 0.08
H 0.02 0.02 0.02
H -0.03 0.04 0.07
H 0.10 -0.13 -0.03
H 0.00 -0.05 0.02
H 0.01 0.02 -0.07
H -0.01 0.10 -0.15
H 0.08 0.07 0.09
H -0.06 -0.05 0.02
H 0.01 -0.06 0.01
H -0.07 -0.16 0.12
H 0.05 0.03 0.06
H -0.03 0.00 0.06
H 0.00 0.00 0.06
H 0.06 0.06 0.10
H 0.02 0.01 -0.04
H -0.05 -0.01 0.06
H -0.04 -0.02 0.01
H 0.04 0.11 0.04
H -0.02 0.03 0.05
H 0.03 -0.03 0.04

net charge = -1
orbital gap = 6.95 eV
LUMO energy = 2.1 eV


Record 3
This record from the OMol25 dataset describes a structure of composition C5H12N2O in a non-equilibrium geometry. The level of theory is wB97M-V/def2-TZVPD.

Last column: natural (NBO) charge in e.
Element x y z (Å)
O 1.1226 0.0539 1.5515  -0.691
N 0.8532 0.0357 -0.7319  -0.629
N -0.0549 -1.6390 0.6960  -0.885
C -0.8944 2.3279 0.4725  -0.494
C 2.3925 -1.1047 -0.9384  -0.526
C 0.4227 -0.3809 0.4808  0.667
C -2.3303 0.4497 -0.2946  -0.690
C -1.0365 1.0425 0.1618  -0.011
H 0.3300 -2.1242 1.4927  0.407
H 2.9820 -1.1269 -0.0244  0.199
H -1.7515 2.9893 0.6150  0.191
H 0.0751 2.7542 0.7132  0.186
H 2.0788 -2.1022 -1.2443  0.192
H -2.2705 0.1023 -1.3313  0.207
H 1.5491 0.8753 1.2614  0.494
H -0.8882 -1.9670 0.2309  0.403
H -3.1592 1.1711 -0.2444  0.211
H 2.9123 -0.5760 -1.7326  0.198
H 0.2952 -0.3852 -1.4662  0.369
H -2.6280 -0.3959 0.3323  0.204

Atomic forces in eV per Å
O 0.70 0.09 -0.09
N 5.34 -2.35 -2.06
N -0.07 -0.90 0.29
C 0.29 -0.65 0.25
C -1.80 1.68 -0.56
C -3.89 3.28 0.52
C -0.32 0.11 0.27
C 0.15 -1.34 1.20
H -0.54 0.02 -0.05
H -0.35 0.19 0.05
H 0.10 -0.02 -0.52
H 0.00 -0.04 0.21
H -0.12 0.20 0.09
H 0.04 -0.04 0.04
H -0.03 -0.16 0.18
H 0.35 0.06 0.23
H 0.17 -0.03 -0.08
H 0.04 -0.12 0.05
H -0.13 0.11 0.04
H 0.06 -0.09 -0.06

orbital gap = 8.17 eV
LUMO energy = 0.8 eV


no.,electronic energy (hartree)
1,-706.7287
2,-4217.1637
3,-382.2997